The following is a DFT calculation (ωB97M-V/def2-TZVPD) of a 3-piece molecular cluster, C24H16BrF6N3O9 overall.

Summary:
E_HOMO: -9.100 eV
Lowest unoccupied orbital energy: -1.6 eV
Frontier orbital gap: 7.5 eV
Structure (SMILES): O=CO[C@](Br)(C(=O)C(F)(F)C(F)(F)C(F)(F)C(=O)O)c1ccncc1.O=[N+]([O-])c1ccccc1.O=[N+]([O-])c1ccccc1

ORCA input file:
```
! RIJCOSX wB97M-V def2-TZVPD def2/J DEFGRID3
* xyz 0 1
O -0.76267 7.47854 -0.04767
C -0.12814 6.76834 0.78042
O 0.85991 5.81679 0.36848
C 0.35520 4.46044 0.28765
Br -1.52372 4.43612 1.03370
C 1.22705 3.37301 1.08791
O 1.35885 2.24570 0.52844
C 1.98293 3.58867 2.48225
F 3.10782 2.68844 2.49053
F 2.58413 4.90238 2.50975
C 1.07877 3.49283 3.79702
F 0.31121 4.69960 3.88491
F 1.96310 3.51224 4.92611
C 0.16873 2.18291 3.94607
F 0.07205 1.92256 5.36689
F -1.16988 2.33571 3.50301
C 0.75145 0.84282 3.29460
O 0.02427 0.27041 2.43116
O 1.97606 0.21944 3.62445
C 0.39647 4.04123 -1.25681
C -0.74426 3.28626 -2.00647
C -0.71295 2.83116 -3.48022
N 0.43594 3.07443 -4.28098
C 1.48833 3.78314 -3.64591
C 1.63131 4.31184 -2.20626
H -0.35662 6.98563 1.89321
H 2.36049 -0.04181 2.74633
H -1.68876 3.03001 -1.40089
H -1.59956 2.26269 -3.91038
H 2.41155 3.97592 -4.31389
H 2.56721 4.86799 -1.82756
O -2.51767 1.07676 -2.67337
N -2.61099 0.32019 -3.63326
O -3.01544 0.65494 -4.73833
C -2.21507 -1.07544 -3.44208
C -1.78331 -1.50095 -2.18647
C -1.43049 -2.83331 -2.00220
C -1.50526 -3.72819 -3.06552
C -1.92741 -3.29485 -4.31990
C -2.28512 -1.96456 -4.51336
H -1.72039 -0.81401 -1.34932
H -1.09942 -3.17640 -1.02768
H -1.23474 -4.76682 -2.91640
H -1.98091 -3.99620 -5.14593
H -2.61523 -1.64035 -5.49440
O -0.41315 -5.72761 -1.24535
N 0.53505 -6.15549 -0.59796
O 1.47271 -6.77597 -1.07473
C 0.54174 -5.90979 0.84591
C -0.52851 -5.23745 1.43438
C -0.52908 -5.02735 2.80924
C 0.53364 -5.48241 3.58435
C 1.60427 -6.14402 2.98945
C 1.61227 -6.36118 1.61560
H -1.36278 -4.87794 0.84184
H -1.36019 -4.51099 3.27816
H 0.52708 -5.32146 4.65827
H 2.43125 -6.49389 3.59837
H 2.45088 -6.88071 1.16485
*
```

The following is a DFT calculation (ωB97M-V/def2-TZVPD) of C24H16F10N4Os as an isolated structure.

Summary:
E_HOMO (alpha / beta): -15.061 / -15.062 eV
Energy relative to the best compared isomer or geometry (same formula, charge and spin): 0.00 kJ/mol
Lowest unoccupied orbital energy (alpha / beta): -8.2 / -8.2 eV
Frontier orbital gap (alpha / beta): 6.9 / 6.9 eV

ORCA input file:
```
! RIJCOSX wB97M-V def2-TZVPD def2/J DEFGRID3
* xyz 2 1
Os 0.73101 -0.76976 -0.41154
C 2.51311 -1.74600 -2.57668
N 2.62725 -1.17640 -1.20612
C 3.33932 0.14840 -1.24713
C 2.38321 1.23668 -1.66997
N 1.09658 0.94170 -0.99741
C 0.33895 2.03492 -0.50776
C 0.80910 2.78363 0.56809
F 1.97859 2.44436 1.12033
C 0.08437 3.83548 1.09028
F 0.54079 4.51453 2.12483
C -1.14473 4.16107 0.52226
F -1.84661 5.15675 1.01000
C -1.63451 3.42789 -0.55139
F -2.80220 3.72979 -1.08936
C -0.89236 2.37294 -1.05367
F -1.37325 1.67416 -2.08455
C 3.41028 -2.11146 -0.30418
C 2.60091 -2.40857 0.94774
N 1.61366 -1.30743 1.11165
C 1.41049 -0.71982 2.38081
C 0.14052 -0.63052 2.93791
F -0.90725 -1.13967 2.27553
C -0.05695 -0.03100 4.16846
F -1.26750 0.03846 4.69223
C 1.03021 0.50248 4.85014
F 0.84804 1.08058 6.01573
C 2.30879 0.44190 4.30212
F 3.33098 0.97457 4.94087
C 2.48254 -0.16011 3.07272
F 3.69241 -0.18499 2.50519
H 1.97190 -1.05133 -3.21614
H 3.51154 -1.91537 -2.98321
H 1.97385 -2.68911 -2.52680
H 3.67703 0.35803 -0.23297
H 4.20864 0.07069 -1.90173
H 2.76851 2.20565 -1.35447
H 2.20509 1.27624 -2.74619
H 3.64023 -3.01981 -0.85593
H 4.35032 -1.62457 -0.05462
H 2.05413 -3.34837 0.86797
H 3.23919 -2.47683 1.82575
N -1.21054 -1.04087 -0.92312
C -2.32714 -1.13385 -1.21058
C -3.68522 -1.23064 -1.56489
C -4.47698 -2.22104 -0.96360
C -5.80673 -2.30420 -1.31995
C -6.33024 -1.41819 -2.25727
C -5.53921 -0.43773 -2.84915
C -4.20741 -0.32991 -2.50643
H -4.04936 -2.90047 -0.23921
H -6.43860 -3.05742 -0.87133
H -7.37443 -1.49314 -2.53054
H -5.96575 0.23993 -3.57492
H -3.57459 0.42776 -2.94784
*
```

The following is a DFT calculation (ωB97M-V/def2-TZVPD) of C24H16IMoN2O3 as an isolated structure.

Summary:
Expectation value of S²: 2.015
E_HOMO (alpha / beta): -10.943 / -10.965 eV
Energy relative to the best compared isomer or geometry (same formula, charge and spin): 0.00 kJ/mol
Lowest unoccupied orbital energy (alpha / beta): -4.5 / -4.5 eV
Frontier orbital gap (alpha / beta): 6.4 / 6.4 eV

ORCA input file:
```
! RIJCOSX wB97M-V def2-TZVPD def2/J DEFGRID3
* xyz 1 3
Mo -0.77807 1.10294 -0.25534
O -1.25660 -0.39239 3.88594
C 0.05322 -0.65091 4.08368
C 0.36992 -1.33264 5.25860
C 1.67755 -1.64334 5.55447
C 2.71135 -1.28330 4.68701
C 2.41019 -0.61329 3.52772
C 1.08330 -0.28308 3.20005
C 0.83871 0.42107 1.94736
O -0.44510 0.72373 1.61700
N 1.79522 0.76737 1.15534
N 1.27325 1.39939 0.02694
C 2.09684 2.11711 -0.66061
C 1.73363 2.93225 -1.78424
C 2.74087 3.67896 -2.41688
C 2.44540 4.51387 -3.46903
C 1.12371 4.61986 -3.90528
C 0.11247 3.90057 -3.29705
C 0.40861 3.05746 -2.23425
O -0.59831 2.36544 -1.66712
H -1.36384 0.10221 3.06196
H -0.44072 -1.60189 5.92154
H 1.90199 -2.17152 6.47186
H 3.73676 -1.52801 4.92443
H 3.19176 -0.32363 2.83960
H 3.13138 2.11484 -0.32583
H 3.75849 3.58862 -2.05714
H 3.22624 5.08568 -3.94917
H 0.88164 5.27849 -4.72871
H -0.91449 3.97901 -3.62616
I -3.56785 0.85810 -0.07319
C -3.41390 -1.13161 -0.71586
C -4.53281 -1.90746 -0.73797
C -4.42553 -3.23523 -1.20169
C -3.22143 -3.71404 -1.62697
C -2.06164 -2.90238 -1.60450
C -0.81340 -3.39818 -2.05498
C 0.30528 -2.61805 -2.03784
C 0.22947 -1.29957 -1.54949
C -0.95773 -0.76142 -1.08925
C -2.13860 -1.56976 -1.12873
H -5.48935 -1.52294 -0.41150
H -5.30712 -3.86054 -1.21997
H -3.13484 -4.72992 -1.99079
H -0.76533 -4.41698 -2.41932
H 1.25173 -3.00582 -2.38842
H 1.13767 -0.70906 -1.53622
*
```

The following is a DFT calculation (ωB97M-V/def2-TZVPD) of C24H17CdF6N6O10S2 as an isolated structure.

Summary:
E_HOMO: -4.819 eV
Lowest unoccupied orbital energy: 2.0 eV
Frontier orbital gap: 6.8 eV

ORCA input file:
```
! RIJCOSX wB97M-V def2-TZVPD def2/J DEFGRID3
* xyz -1 1
Cd -0.03953 -0.19631 -0.12463
C 2.76943 -2.48766 1.94611
C 2.56598 -1.01680 2.03664
N 1.80602 -0.26244 1.26405
C 1.91490 1.02402 1.73724
C 2.76235 1.04094 2.80813
N 3.15733 -0.25932 2.97980
C 3.28329 2.07808 3.72802
O 2.91228 3.30044 3.47795
O 4.01898 1.74526 4.63764
C 1.16635 2.17969 1.12248
O 1.40489 3.30957 1.59744
O 0.37726 1.91374 0.18251
H 1.89058 -3.01263 2.32376
H 3.63601 -2.78916 2.53199
H 2.93124 -2.77487 0.90988
H 3.79318 -0.53485 3.71201
H 2.26311 3.32426 2.67378
F -2.31259 -2.53695 1.27278
C -3.31208 -1.67143 1.50904
F -4.29713 -1.94491 0.64269
F -3.78198 -1.94851 2.73597
S -2.72581 0.14573 1.36153
O -1.30459 -0.04629 1.68444
O -3.53289 0.78231 2.35333
N -3.07370 0.60924 -0.08810
S -1.08934 1.18809 -2.97487
O -2.16667 0.26852 -3.75039
O 0.06974 0.38237 -2.54577
C -0.45416 1.76228 -4.68311
F -0.07225 0.74106 -5.44772
F 0.60047 2.57741 -4.52806
F -1.39949 2.45141 -5.34314
C -4.21927 -5.63701 2.35507
O -3.89583 -6.59731 1.36638
C -3.89351 -6.18218 0.07580
C -3.41332 -7.09183 -0.86640
C -3.36321 -6.74736 -2.19916
C -3.73527 -5.46836 -2.61692
C -4.25961 -4.58110 -1.67915
C -4.35205 -4.94062 -0.34644
N -3.61588 -5.19656 -4.00265
N -3.27728 -4.09209 -4.45638
C -2.83159 -3.01814 -3.63949
C -3.44319 -1.82998 -3.79344
C -3.10540 -0.66080 -2.94790
C -2.40255 -1.07247 -1.71922
O -2.04429 0.07770 -0.98524
C -1.51232 -2.12578 -1.75794
N -0.43645 -2.17913 -0.89705
C 0.31862 -3.27596 -0.89527
C 0.13615 -4.34739 -1.73801
C -0.89217 -4.27571 -2.68523
C -1.73395 -3.19262 -2.69963
H -4.03169 -6.11714 3.31225
H -5.27056 -5.34101 2.30181
H -3.59060 -4.74726 2.26726
H -3.08168 -8.06196 -0.51963
H -3.00123 -7.45051 -2.93868
H -4.62003 -3.60987 -1.98906
H -4.77899 -4.23583 0.35240
H -4.23474 -1.72818 -4.52446
H -3.98323 -0.04642 -2.74073
H 1.13130 -3.27433 -0.18191
H 0.79834 -5.19991 -1.69868
H -1.00940 -5.07106 -3.40991
*
```

The following is a DFT calculation (ωB97M-V/def2-TZVPD) of C24H17HfN5O8 as an isolated structure.

Summary:
E_HOMO: -8.824 eV
Energy relative to the best compared isomer or geometry (same formula, charge and spin): 0.00 kJ/mol
Lowest unoccupied orbital energy: -0.9 eV
Frontier orbital gap: 8.0 eV

ORCA input file:
```
! RIJCOSX wB97M-V def2-TZVPD def2/J DEFGRID3
* xyz 0 1
Hf -0.03684 0.57136 -0.57427
C -0.57222 0.26427 -4.70700
O 0.81792 0.37052 -5.02570
C 1.67826 -0.36052 -4.26011
C 2.52782 -1.24427 -4.89233
C 3.47651 -1.97723 -4.17685
C 3.55694 -1.82456 -2.81367
C 2.69146 -0.94948 -2.14183
C 2.87698 -0.73905 -0.72218
N 1.98911 -0.18001 0.01537
N 2.39793 0.21924 1.29884
C 1.71739 1.26151 1.65141
O 0.79145 1.80179 0.86654
C 1.95341 1.87800 2.97238
C 2.76906 1.24945 3.91033
C 2.96939 1.83210 5.14928
C 2.36093 3.04286 5.45885
C 1.55070 3.67189 4.52444
C 1.34535 3.08988 3.28221
C 1.75678 -0.18148 -2.86762
O 0.97954 0.73213 -2.28176
H -1.11402 0.46250 -5.62893
H -0.86412 0.99071 -3.95071
H -0.80821 -0.74594 -4.36193
H 2.43639 -1.34593 -5.96596
H 4.13696 -2.65918 -4.69333
H 4.28624 -2.38071 -2.23764
H 3.83006 -0.99823 -0.26362
H 3.23450 0.30759 3.65579
H 3.60089 1.34135 5.87800
H 2.51975 3.49571 6.42880
H 1.08059 4.61705 4.76160
H 0.72329 3.57476 2.54154
O -5.44244 -1.70211 -2.38902
C -4.37521 -1.24425 -2.11290
C -3.14235 -2.02138 -1.62470
O -3.10390 -3.18262 -1.28726
C -2.07135 -1.02827 -1.54725
C -2.57471 0.25118 -1.64990
O -1.83454 1.30501 -1.34393
C -3.98748 0.24757 -2.07799
O -4.69650 1.18157 -2.33519
O -0.80504 -1.25184 -1.20021
N -3.45021 -2.93227 2.24167
C -2.87270 -1.69895 2.27354
C -1.83666 -1.39010 1.37838
N -1.29312 -0.18146 1.34234
C -1.72064 0.72392 2.24381
C -2.70609 0.38114 3.14672
N -3.29828 -0.80898 3.16072
H -3.37104 -3.47408 1.39485
H -4.30777 -3.02982 2.75938
H -1.46698 -2.13319 0.68589
H -1.25887 1.69961 2.22985
H -3.04434 1.10125 3.88126
*
```

The following is a DFT calculation (ωB97M-V/def2-TZVPD) of one molecule with the formula C24H18N2O6.

Summary:
E_HOMO: -8.215 eV
Energy relative to the best compared isomer or geometry (same formula, charge and spin): 216.17 kJ/mol
Lowest unoccupied orbital energy: -0.6 eV
Frontier orbital gap: 7.6 eV
Structure (SMILES): COc1cccc2cc(C(=O)C3=C(O)C(=O)N(Cc4ccco4)[C@H]3c3cccnc3)oc12

ORCA input file:
```
! RIJCOSX wB97M-V def2-TZVPD def2/J DEFGRID3
* xyz 0 1
C 3.97523 2.69312 0.40327
O 5.24350 2.10978 0.19671
C 5.31429 0.76927 0.00408
C 6.57880 0.23055 -0.20504
C 6.78752 -1.13064 -0.41326
C 5.74180 -2.02338 -0.42216
C 4.45837 -1.51629 -0.21412
C 3.17024 -2.10721 -0.13737
C 2.28689 -1.08578 0.08587
C 0.83974 -1.17729 0.28027
O 0.30650 -2.24094 0.55309
C 0.06863 0.06223 0.15903
C 0.28600 1.18706 -0.55414
O 1.26940 1.57217 -1.36297
C -0.85708 2.12423 -0.35969
O -0.91794 3.23700 -0.84757
N -1.72810 1.50371 0.45620
C -2.96061 2.09654 0.92715
C -4.16453 1.34577 0.46273
C -5.04399 0.54395 1.13030
C -5.95829 0.06807 0.16001
C -5.56341 0.61389 -1.02106
O -4.48452 1.38953 -0.84706
C -1.30782 0.15892 0.78781
C -2.22621 -0.89496 0.21087
C -2.76981 -1.89682 1.00172
C -3.60091 -2.83516 0.41479
C -3.85681 -2.72975 -0.94316
N -3.33906 -1.78234 -1.70588
C -2.53978 -0.89657 -1.14475
O 2.92322 0.11112 0.17262
C 4.24535 -0.13363 -0.00761
H 3.30244 2.48573 -0.43111
H 4.15422 3.76473 0.47622
H 3.51840 2.33530 1.33030
H 7.41294 0.91363 -0.20146
H 7.79650 -1.48045 -0.56927
H 5.89412 -3.07845 -0.58054
H 2.91627 -3.14203 -0.24013
H 1.01154 2.44803 -1.71254
H -2.95924 2.12875 2.02179
H -2.97068 3.11593 0.52797
H -5.04290 0.32234 2.17790
H -6.78747 -0.58816 0.32411
H -5.94951 0.52634 -2.01648
H -1.25890 0.03378 1.87728
H -2.53888 -1.94539 2.05587
H -4.03731 -3.63028 0.99854
H -4.50249 -3.43392 -1.45054
H -2.13566 -0.14204 -1.80860
*
```

The following is a DFT calculation (ωB97M-V/def2-TZVPD) of C24H18PPdS2 as an isolated structure.

Summary:
Expectation value of S²: 6.044
E_HOMO (alpha / beta): -10.574 / -10.600 eV
Lowest unoccupied orbital energy (alpha / beta): -3.2 / -5.6 eV
Frontier orbital gap (alpha / beta): 7.4 / 5.0 eV

ORCA input file:
```
! RIJCOSX wB97M-V def2-TZVPD def2/J DEFGRID3
* xyz 1 5
Pd 1.46094 0.22448 -0.17190
S 3.24220 0.72754 -1.72642
C 4.48931 -0.39116 -1.19206
C 5.64031 -0.60526 -2.02804
C 6.54256 -1.55889 -1.73186
C 6.37433 -2.37834 -0.57940
C 5.32637 -2.13963 0.28793
C 4.41348 -1.05815 0.02489
S 3.17486 -0.78706 1.17866
H 5.66812 -0.16288 -3.02800
H 7.44171 -1.82907 -2.32381
H 7.01569 -3.17308 -0.33875
H 5.19153 -2.71699 1.16913
C -6.24787 0.77682 0.42427
C -5.69677 1.53133 -0.58689
C -4.32769 1.53742 -0.84719
C -3.44923 0.84826 -0.00725
C -4.01766 0.05993 1.04882
C -5.41000 -0.00462 1.22274
P -1.73327 0.86353 -0.35208
C -0.91808 -0.76109 -0.53822
C -0.76608 -1.36124 -1.82243
C -0.53884 -2.69373 -1.97421
C -0.36614 -3.49944 -0.86022
C -0.51783 -2.94984 0.37234
C -0.78611 -1.62508 0.60189
C -0.77706 1.96192 0.59968
C -1.57864 2.95586 1.27954
C -0.93726 3.92215 1.99329
C 0.49451 3.95278 2.02186
C 1.26209 2.98255 1.42897
C 0.60542 1.94331 0.74225
H -7.28284 0.54260 0.42337
H -6.38786 2.02400 -1.25925
H -3.80386 2.18262 -1.62747
H -3.34721 -0.33307 1.69972
H -5.84416 -0.70976 1.92615
H -0.80195 -0.62859 -2.68045
H -0.47178 -3.14967 -2.95687
H -0.27647 -4.60167 -0.88553
H -0.44710 -3.57041 1.22365
H -0.91994 -1.17602 1.60901
H -2.60531 2.79217 1.27775
H -1.35090 4.54305 2.69042
H 0.96599 4.68693 2.70699
H 2.29847 2.80548 1.56502
*
```

The following is a DFT calculation (ωB97M-V/def2-TZVPD) of C24H19BrN2PdS as an isolated structure.

Summary:
Expectation value of S²: 6.073
E_HOMO (alpha / beta): -13.570 / -14.854 eV
Lowest unoccupied orbital energy (alpha / beta): -6.1 / -9.1 eV
Frontier orbital gap (alpha / beta): 7.5 / 5.8 eV

ORCA input file:
```
! RIJCOSX wB97M-V def2-TZVPD def2/J DEFGRID3
* xyz 2 5
Pd 0.19266 -1.92159 -0.47809
S 2.49758 -2.77083 -0.14476
C 2.15368 -2.50015 1.50912
C 3.12598 -2.56700 2.53542
C 2.74452 -2.26721 3.81520
C 1.40090 -1.96316 4.02013
C 0.46649 -1.91142 2.96553
N 0.88000 -2.12900 1.73239
H 4.14815 -2.80795 2.30776
H 3.41570 -2.28832 4.65308
H 1.03345 -1.79059 5.02009
H -0.58323 -1.68740 3.13091
C 3.03888 4.46678 0.49427
C 1.65392 4.20786 0.58381
C 1.19918 2.94620 0.23701
C 2.12500 1.94264 -0.22017
C 3.50426 2.24281 -0.26384
C 3.97225 3.49228 0.07812
C 1.68813 0.61369 -0.47992
C 0.44221 0.14278 -0.78905
C -0.56061 0.94409 -1.42505
C -0.21872 1.99847 -2.35826
C -1.22068 2.77649 -2.91611
C -2.54657 2.55211 -2.57085
C -2.91582 1.55714 -1.68588
C -1.93177 0.75310 -1.12002
H 3.38356 5.41299 0.89826
H 1.00753 5.00032 0.99743
H 0.14656 2.70946 0.38986
H 4.21582 1.45707 -0.50498
H 5.01037 3.72537 0.02226
H 2.46505 -0.14928 -0.45626
H 0.82604 2.15883 -2.63190
H -0.96706 3.55498 -3.62990
H -3.37057 3.13550 -2.98775
H -3.92785 1.43376 -1.38347
H -2.20010 0.02361 -0.40592
Br -1.03756 -2.66760 -3.14024
C -2.30983 -2.82037 -1.76446
C -3.58545 -3.32437 -1.99253
C -4.44862 -3.34052 -0.92996
C -3.99089 -2.91441 0.31878
C -2.70806 -2.48722 0.46439
N -1.87594 -2.42068 -0.57582
H -3.89988 -3.66142 -2.97293
H -5.45499 -3.74775 -0.97972
H -4.63316 -2.93627 1.18304
H -2.35053 -2.17379 1.45100
*
```

no.,maximum force (eV/Å)
1,5.79
2,0.44
3,0.56
4,1.68
5,0.72
6,1.59
7,3.55
8,1.54